{
  "formula": "C72H189N15O21",
  "method": "the ωB97M-V functional and the def2-TZVPD basis",
  "e_lumo_ev": 0.47,
  "homo_energy_ev": -8.61,
  "spin_multiplicity": 1,
  "total_energy_ha": -5257.458390,
  "largest_force_ha_per_bohr": 0.06565,
  "gap_ev": 9.1,
  "symbols": ["C", "C", "C", "O", "C", "N", "H", "H", "H", "H", "H", "H", "H", "H", "H", "H", "H", "C", "C", "C", "O", "C", "N", "H", "H", "H", "H", "H", "H", "H", "H", "H", "H", "H", "C", "C", "C", "O", "C", "N", "H", "H", "H", "H", "H", "H", "H", "H", "H", "H", "H", "C", "C", "C", "O", "C", "N", "H", "H", "H", "H", "H", "H", "H", "H", "H", "H", "H", "C", "C", "C", "O", "C", "N", "H", "H", "H", "H", "H", "H", "H", "H", "H", "H", "H", "C", "C", "C", "O", "C", "N", "H", "H", "H", "H", "H", "H", "H", "H", "H", "H", "H", "C", "C", "C", "O", "C", "N", "H", "H", "H", "H", "H", "H", "H", "H", "H", "H", "H", "C", "C", "C", "O", "C", "N", "H", "H", "H", "H", "H", "H", "H", "H", "H", "H", "H", "C", "C", "C", "O", "C", "N", "H", "H", "H", "H", "H", "H", "H", "H", "H", "H", "H", "C", "O", "C", "C", "N", "C", "C", "O", "C", "H", "H", "H", "H", "H", "H", "H", "H", "H", "H", "H", "H", "H", "H", "H", "C", "O", "C", "C", "N", "C", "C", "O", "C", "H", "H", "H", "H", "H", "H", "H", "H", "H", "H", "H", "H", "H", "H", "H", "C", "O", "C", "C", "N", "C", "C", "O", "C", "H", "H", "H", "H", "H", "H", "H", "H", "H", "H", "H", "H", "H", "H", "H", "C", "O", "C", "C", "N", "C", "C", "O", "C", "H", "H", "H", "H", "H", "H", "H", "H", "H", "H", "H", "H", "H", "H", "H", "C", "O", "C", "C", "N", "C", "C", "O", "C", "H", "H", "H", "H", "H", "H", "H", "H", "H", "H", "H", "H", "H", "H", "H", "C", "O", "C", "C", "N", "C", "C", "O", "C", "H", "H", "H", "H", "H", "H", "H", "H", "H", "H", "H", "H", "H", "H", "H"],
  "xyz": [[-6.767, 1.226, 0.503], [-6.465, -0.226, 0.905], [-6.416, -0.374, 2.392], [-7.564, 0.267, 3.019], [-7.727, 0.019, 4.377], [-7.406, -1.040, 0.173], [-7.731, 1.574, 0.882], [-6.858, 1.315, -0.559], [-5.929, 1.867, 0.836], [-5.460, -0.511, 0.611], [-5.497, 0.149, 2.693], [-6.322, -1.392, 2.732], [-7.783, -1.046, 4.597], [-8.608, 0.563, 4.710], [-6.880, 0.392, 4.974], [-7.432, -1.967, 0.567], [-8.355, -0.802, 0.149], [2.681, 1.760, -4.873], [3.670, 2.876, -5.187], [3.018, 4.262, -5.466], [2.235, 4.303, -6.613], [2.950, 4.447, -7.876], [4.705, 3.049, -4.194], [1.922, 1.661, -5.663], [2.246, 1.883, -3.912], [3.277, 0.836, -4.800], [4.087, 2.545, -6.176], [3.813, 5.055, -5.452], [2.378, 4.499, -4.616], [2.220, 4.305, -8.685], [3.768, 3.773, -8.049], [3.273, 5.501, -7.905], [4.283, 3.329, -3.313], [5.255, 2.242, -4.078], [6.522, -1.440, -7.203], [5.496, -0.637, -6.480], [4.650, -1.631, -5.558], [4.092, -2.697, -6.385], [3.483, -3.616, -5.537], [6.054, 0.463, -5.742], [6.072, -2.272, -7.708], [7.248, -1.963, -6.554], [7.100, -0.894, -7.990], [4.707, -0.259, -7.110], [3.942, -0.994, -5.086], [5.233, -2.162, -4.797], [3.281, -4.561, -6.080], [2.518, -3.331, -5.046], [4.130, -3.926, -4.736], [5.942, 1.370, -6.207], [7.037, 0.272, -5.566], [0.319, -0.248, -7.226], [-0.689, -1.335, -7.537], [0.018, -2.622, -7.901], [-0.908, -3.744, -8.201], [-0.079, -4.842, -8.610], [-1.480, -1.704, -6.373], [0.864, -0.033, -8.181], [1.063, -0.493, -6.458], [-0.294, 0.593, -6.901], [-1.285, -0.967, -8.373], [0.527, -2.913, -7.000], [0.621, -2.491, -8.783], [-0.738, -5.614, -9.040], [0.583, -5.211, -7.872], [0.552, -4.438, -9.479], [-1.781, -0.851, -5.863], [-2.320, -2.193, -6.693], [-3.566, -0.169, -3.493], [-3.495, 0.972, -4.460], [-4.081, 2.187, -3.772], [-3.230, 2.677, -2.797], [-3.696, 3.803, -2.066], [-2.141, 1.053, -4.952], [-3.033, -1.033, -3.823], [-4.570, -0.423, -3.238], [-3.099, 0.146, -2.544], [-4.167, 0.824, -5.308], [-5.052, 1.889, -3.402], [-4.273, 2.940, -4.531], [-4.548, 3.486, -1.439], [-4.010, 4.595, -2.742], [-2.905, 3.992, -1.329], [-1.511, 1.074, -4.154], [-1.932, 1.880, -5.456], [6.251, -5.223, 1.199], [4.871, -5.839, 0.851], [4.265, -4.869, -0.172], [3.144, -5.497, -0.825], [2.620, -4.693, -1.808], [5.061, -7.192, 0.423], [6.189, -4.133, 1.298], [6.860, -5.530, 0.325], [6.591, -5.644, 2.108], [4.205, -5.856, 1.742], [5.040, -4.683, -0.906], [3.934, -3.915, 0.245], [1.819, -5.303, -2.303], [3.455, -4.369, -2.512], [2.180, -3.736, -1.487], [4.199, -7.692, 0.489], [5.215, -7.186, -0.579], [-2.177, -4.796, -3.810], [-0.676, -5.001, -3.877], [-0.240, -6.442, -3.695], [-0.897, -7.041, -2.573], [-0.305, -6.863, -1.348], [-0.116, -4.480, -5.162], [-2.524, -5.077, -2.773], [-2.783, -5.375, -4.470], [-2.403, -3.743, -3.887], [-0.175, -4.482, -3.071], [0.885, -6.590, -3.664], [-0.606, -6.946, -4.586], [0.747, -7.227, -1.320], [-0.922, -7.432, -0.597], [-0.359, -5.806, -1.036], [0.003, -3.461, -5.189], [-0.703, -4.634, -6.005], [2.861, 2.024, 6.559], [1.891, 1.911, 5.410], [2.534, 1.581, 4.037], [3.228, 2.740, 3.687], [3.830, 2.653, 2.429], [0.795, 0.917, 5.658], [3.707, 2.641, 6.300], [3.219, 1.058, 6.881], [2.385, 2.383, 7.484], [1.389, 2.895, 5.289], [1.688, 1.365, 3.360], [3.214, 0.680, 4.122], [3.090, 2.511, 1.630], [4.525, 1.860, 2.298], [4.215, 3.680, 2.282], [0.150, 1.197, 6.391], [1.220, 0.112, 6.060], [0.432, 4.762, 2.410], [0.283, 5.419, 1.052], [0.543, 4.367, -0.008], [1.940, 4.061, -0.073], [2.432, 3.455, -1.295], [-1.063, 6.001, 0.789], [-0.223, 3.903, 2.487], [0.099, 5.453, 3.204], [1.500, 4.477, 2.535], [1.109, 6.129, 0.956], [0.190, 4.782, -0.949], [-0.029, 3.485, 0.210], [2.061, 2.436, -1.373], [3.494, 3.447, -1.180], [2.055, 4.023, -2.148], [-1.294, 6.398, -0.080], [-1.447, 6.480, 1.604], [1.046, -2.423, 3.577], [1.674, -3.054, 2.470], [1.013, -4.276, 2.003], [1.465, -5.527, 2.701], [1.319, -6.649, 1.789], [1.557, -7.990, 2.298], [1.443, -9.058, 1.186], [2.454, -8.864, 0.204], [2.321, -9.809, -0.840], [1.359, -2.906, 4.508], [-0.036, -2.356, 3.602], [1.443, -1.413, 3.476], [1.386, -4.321, 0.943], [-0.091, -4.092, 1.937], [0.769, -5.712, 3.556], [2.467, -5.359, 3.178], [1.865, -6.518, 0.902], [0.825, -8.360, 3.038], [2.576, -7.940, 2.750], [0.420, -8.961, 0.804], [1.588, -10.052, 1.613], [2.756, -10.783, -0.515], [2.873, -9.463, -1.699], [1.260, -9.884, -1.120], [2.729, -0.157, 0.791], [3.863, 0.248, 0.088], [4.402, -0.729, -0.784], [5.465, -0.145, -1.667], [6.743, -0.042, -0.977], [7.823, 0.499, -1.809], [9.063, 0.653, -0.880], [10.088, 1.188, -1.634], [11.064, 1.768, -0.856], [2.870, -1.170, 1.211], [1.936, -0.339, 0.035], [2.300, 0.581, 1.485], [3.548, -1.133, -1.299], [4.786, -1.457, -0.137], [5.157, 0.818, -2.045], [5.551, -0.782, -2.534], [7.090, -0.971, -0.702], [7.583, 1.499, -2.210], [8.082, -0.102, -2.696], [9.310, -0.363, -0.488], [8.861, 1.271, -0.033], [11.831, 2.114, -1.535], [11.551, 0.979, -0.194], [10.680, 2.498, -0.163], [-1.456, 4.596, 7.015], [-2.507, 5.479, 6.805], [-3.083, 5.957, 8.034], [-2.118, 6.795, 8.842], [-1.621, 6.068, 9.952], [-0.694, 6.709, 10.892], [-0.151, 5.588, 11.795], [0.484, 5.975, 12.957], [0.654, 4.866, 13.869], [-1.808, 3.663, 7.501], [-0.651, 5.101, 7.605], [-1.072, 4.296, 6.052], [-3.430, 5.088, 8.612], [-3.967, 6.437, 7.653], [-2.556, 7.773, 9.091], [-1.365, 7.011, 8.089], [-2.441, 5.691, 10.461], [-1.193, 7.448, 11.537], [0.114, 7.238, 10.375], [0.483, 4.960, 11.177], [-1.046, 4.967, 12.068], [0.887, 3.927, 13.376], [-0.187, 4.648, 14.508], [1.418, 5.271, 14.519], [-2.220, -1.231, 4.062], [-2.439, -2.129, 2.974], [-3.454, -3.048, 3.283], [-3.790, -3.854, 2.072], [-4.297, -3.029, 0.985], [-4.683, -3.807, -0.198], [-4.929, -2.904, -1.436], [-5.537, -3.770, -2.384], [-5.403, -3.208, -3.735], [-1.952, -1.797, 4.961], [-3.034, -0.608, 4.393], [-1.379, -0.600, 3.746], [-4.288, -2.482, 3.687], [-3.101, -3.707, 4.066], [-4.578, -4.535, 2.351], [-2.930, -4.421, 1.709], [-3.610, -2.339, 0.806], [-5.640, -4.323, -0.031], [-3.941, -4.558, -0.520], [-3.978, -2.409, -1.828], [-5.634, -2.144, -1.160], [-5.629, -4.021, -4.409], [-4.351, -2.897, -3.941], [-6.069, -2.375, -3.942], [-5.226, 4.298, 5.332], [-6.319, 4.019, 4.476], [-5.778, 3.487, 3.236], [-4.726, 4.336, 2.452], [-5.252, 5.660, 2.229], [-4.939, 6.201, 0.950], [-5.334, 7.669, 0.792], [-5.028, 8.051, -0.529], [-5.011, 9.396, -0.800], [-4.700, 5.158, 4.979], [-4.580, 3.389, 5.370], [-5.640, 4.493, 6.297], [-6.709, 3.303, 2.622], [-5.295, 2.535, 3.461], [-4.651, 3.779, 1.483], [-3.762, 4.447, 2.915], [-6.278, 5.714, 2.387], [-5.311, 5.658, 0.085], [-3.858, 6.237, 0.785], [-4.754, 8.388, 1.444], [-6.358, 7.896, 0.996], [-5.871, 9.857, -0.350], [-5.011, 9.571, -1.888], [-4.109, 9.890, -0.320], [0.585, -1.240, -3.131], [0.197, -0.879, -1.871], [-0.387, -1.978, -1.184], [-0.821, -1.679, 0.230], [-1.923, -0.735, 0.276], [-1.549, 0.632, 0.111], [-2.661, 1.585, 0.435], [-3.203, 1.562, 1.787], [-2.211, 1.909, 2.808], [1.174, -0.454, -3.604], [-0.319, -1.454, -3.772], [1.109, -2.233, -3.080], [0.335, -2.795, -1.190], [-1.351, -2.323, -1.673], [0.058, -1.373, 0.894], [-1.025, -2.627, 0.648], [-2.426, -0.774, 1.182], [-1.331, 0.821, -0.943], [-0.632, 0.965, 0.729], [-3.492, 1.560, -0.260], [-2.084, 2.514, 0.350], [-2.676, 1.635, 3.802], [-1.916, 2.974, 2.738], [-1.329, 1.267, 2.727]]
}